Arrangement 1

This record from the OMol25 dataset describes C7H15OP as an isolated structure. The level of theory is ωB97M-V/def2-TZVPD.

Element x y z (Å)
1 C -0.00658 -1.19536 -0.97886
2 C 0.75478 -1.67346 -0.02402
3 C 1.54377 -2.94507 -0.17752
4 C 1.58627 1.68420 -0.34986
5 C -1.80599 1.19330 -1.10944
6 C -1.88659 0.04273 1.46565
7 C 0.46793 1.65429 0.60334
8 O 0.54676 -0.98861 1.09116
9 P -0.70643 0.30890 0.11011
10 H 0.20794 -1.36866 -2.00204
11 H 0.96160 -3.85629 -0.40674
12 H 2.08970 -3.12852 0.78404
13 H 2.20665 -2.69913 -1.05553
14 H 2.61606 1.26817 0.09022
15 H 1.36496 1.08719 -1.20335
16 H 1.94043 2.70065 -0.64639
17 H -2.13914 2.10932 -0.69367
18 H -1.21706 1.39888 -1.99733
19 H -2.70667 0.47709 -1.24871
20 H -2.48874 0.87865 1.53417
21 H -2.56112 -0.81039 1.36227
22 H -1.43870 -0.15312 2.59769
23 H -0.06080 2.54397 0.65683
24 H 0.73097 1.47129 1.59800

Results
- E_HOMO (eV) = -7.80

Arrangement 2

This record from the OMol25 dataset describes C7H15OP as an isolated structure. The level of theory is ωB97M-V/def2-TZVPD.

Element x y z (Å)
1 C -0.74460 -1.62581 0.56798
2 C -1.74493 -0.88689 0.10113
3 C -3.18160 -0.99081 0.46914
4 C 0.23811 1.80799 1.43099
5 C 2.34486 -0.76497 0.27341
6 C 0.88271 -0.10053 -2.34424
7 C 0.76422 1.56590 0.00844
8 O -1.36560 0.16282 -0.58554
9 P 0.56372 -0.26352 -0.47107
10 H -0.58398 -2.49391 1.22153
11 H -3.30016 -1.08107 1.53921
12 H -3.60583 -1.81295 0.04629
13 H -3.75082 -0.11658 -0.00659
14 H -0.74368 1.70352 1.32427
15 H 0.69418 1.13709 2.20261
16 H 0.40102 2.77532 1.72234
17 H 2.20747 -0.46345 1.31317
18 H 2.43248 -1.85672 0.30473
19 H 3.14250 -0.37255 -0.32214
20 H 1.94168 0.15925 -2.22060
21 H 0.95644 -1.03968 -2.80997
22 H 0.44814 0.66421 -2.90255
23 H 1.86858 1.64677 -0.16799
24 H 0.13510 2.24658 -0.69454

Results
- E_HOMO (eV) = -7.99

Comparing the structures above, arrangement 1 comes out on top by 16.1 kcal/mol.